# 1
Formula: C5H14N
Source: the OMol25 dataset
Level of theory: ωB97M-V/def2-TZVPD

```
! wB97M-V def2-TZVPD RIJCOSX def2/J DEFGRID3
* xyz 1 1
C 1.0371 0.7766 -2.6803
N 1.1046 -0.0014 -1.3971
H 0.4111 1.6446 -2.5065
H 2.0451 1.0279 -2.9917
H 0.5808 0.1258 -3.4210
H 0.1437 -0.2707 -1.0557
H 1.5238 0.5594 -0.6550
H 1.6701 -0.8463 -1.4643
C 0.7936 0.3153 2.1179
C -0.5976 -0.3145 1.9636
C -1.3062 0.0106 0.6906
C -1.7259 -0.9157 -0.1807
H 0.8028 1.3516 1.7736
H 1.1535 0.2255 3.1393
H 1.5284 -0.2476 1.5276
H -1.2006 -0.0506 2.8364
H -0.4880 -1.3992 2.0168
H -1.4487 1.0558 0.4213
H -2.3761 -0.6491 -1.0083
H -1.5090 -1.9760 -0.1101
*
```

Results
Strongest force on any atom = 0.7 eV Å⁻¹
HOMO-LUMO gap = 10.50 eV
Energy above the lowest of the compared OMol25 structures with the same formula, charge and spin = 88.8 kJ/mol



# 2
Formula: C25H20N4O3STi
Source: the OMol25 dataset
Level of theory: ωB97M-V/def2-TZVPD

```
! wB97M-V def2-TZVPD RIJCOSX def2/J DEFGRID3
* xyz 1 2
Ti 0.0602 1.1983 -0.8474
O 2.6418 2.1667 2.0663
C 1.7501 2.0955 1.2350
N 1.7230 1.3602 0.0916
C 2.7825 0.5689 -0.3473
C 4.0311 0.4006 0.2472
C 4.9584 -0.4352 -0.3537
C 4.6632 -1.0943 -1.5377
C 3.4219 -0.9493 -2.1390
C 2.4699 -0.1255 -1.5472
N 1.1622 0.1222 -1.9744
C 0.6017 -0.4718 -3.0642
O 1.1079 -1.2956 -3.8126
C -0.8124 -0.0149 -3.2283
C -1.5920 -0.4638 -4.2889
C -2.8935 -0.0151 -4.4150
C -3.3690 0.8859 -3.4594
C -2.5461 1.2757 -2.4259
N -1.2746 0.8497 -2.2812
C 0.4697 2.8617 1.3810
C 0.2758 3.7230 2.4562
C -0.9038 4.4361 2.5511
C -1.8624 4.2526 1.5561
C -1.6054 3.3727 0.5256
N -0.4637 2.6735 0.4148
H 4.2622 0.9094 1.1716
H 5.9245 -0.5788 0.1085
H 5.4005 -1.7364 -1.9950
H 3.1894 -1.4776 -3.0491
H -1.1531 -1.1610 -4.9862
H -3.5254 -0.3389 -5.2247
H -4.3747 1.2732 -3.5154
H -2.9260 1.9529 -1.6660
H 1.0606 3.8047 3.1908
H -1.0831 5.1198 3.3639
H -2.8018 4.7808 1.5838
H -2.3514 3.2222 -0.2471
C 0.0203 -2.6200 -0.4412
S 0.3465 -1.3106 0.7825
O -0.6112 -0.2075 0.3150
C -0.6070 -2.0727 2.1069
C -1.9867 -1.9474 2.0959
C -2.7247 -2.5567 3.0972
C -2.0800 -3.2807 4.0899
C -0.6985 -3.3892 4.0953
C 0.0502 -2.7785 3.1020
H -1.0578 -2.7275 -0.5526
H 0.4719 -3.5473 -0.0985
H 0.4651 -2.3228 -1.3875
H -2.4668 -1.3633 1.3196
H -3.8012 -2.4766 3.1005
H -2.6588 -3.7529 4.8678
H -0.2065 -3.9502 4.8722
H 1.1271 -2.8442 3.0969
*
```

Results
<S²> = 0.75
Strongest force on any atom = 3.8 eV Å⁻¹
HOMO-LUMO gap (alpha / beta) = 6.59 / 6.75 eV



# 3
Formula: C5H8BN
Source: the OMol25 dataset
Level of theory: ωB97M-V/def2-TZVPD

```
! wB97M-V def2-TZVPD RIJCOSX def2/J DEFGRID3
* xyz 0 1
C -1.8920 0.8516 0.1718
C -0.7621 1.6548 0.2322
C -1.7224 -0.5149 0.0434
C 0.4777 1.0769 0.1890
C -0.4511 -1.0500 -0.0144
N 0.6401 -0.2496 0.0771
B 1.9708 -0.9303 -0.0620
H -2.8453 1.2702 0.0040
H -0.8729 2.7135 0.1316
H -2.5759 -1.1454 -0.1232
H 1.3598 1.6997 0.1393
H -0.2706 -2.0709 -0.3047
H 2.2142 -1.0220 -1.2153
H 2.8172 -0.2656 0.3398
H 1.9124 -2.0182 0.3914
*
```

Results
Strongest force on any atom = 2.1 eV Å⁻¹
HOMO-LUMO gap = 8.98 eV
Energy above the lowest of the compared OMol25 structures with the same formula, charge and spin = 56.4 kJ/mol